Formula: C41H50N8OP2Pd
Source: OMol25
Level of theory: ωB97M-V with the def2-TZVPD basis set

Structure (ORCA input):
```
! wB97M-V def2-TZVPD RIJCOSX def2/J DEFGRID3
* xyz 2 1
Pd 0.022 -0.117 0.295
N 1.958 0.334 0.403
C 3.076 0.614 0.427
N 4.337 0.914 0.458
C 5.262 0.501 -0.616
C 6.583 0.113 0.023
O 7.076 1.165 0.824
C 6.209 1.458 1.902
C 4.859 1.932 1.393
H 5.410 1.348 -1.290
H 4.823 -0.327 -1.170
H 7.326 -0.079 -0.748
H 6.457 -0.794 0.627
H 6.682 2.247 2.482
H 6.080 0.575 2.541
H 4.967 2.877 0.856
H 4.150 2.059 2.209
C -2.573 6.008 -0.798
C -2.594 5.184 -2.080
C -3.630 4.066 -2.016
C -1.205 4.652 -2.445
N -0.718 3.637 -1.502
C -0.880 2.319 -1.511
N -0.319 1.844 -0.421
N 0.193 2.898 0.253
N -0.049 3.973 -0.388
H -3.566 6.408 -0.593
H -1.882 6.848 -0.874
H -2.274 5.406 0.062
H -2.856 5.842 -2.914
H -3.427 3.389 -1.180
H -3.662 3.482 -2.939
H -4.623 4.484 -1.854
H -0.462 5.446 -2.437
H -1.208 4.187 -3.430
H -1.378 1.753 -2.279
C -0.250 -3.564 0.186
P 0.249 -2.191 1.249
C 1.856 -2.570 1.980
C 1.940 -3.087 3.272
C 3.176 -3.414 3.809
C 4.331 -3.230 3.063
C 4.248 -2.739 1.766
C 3.018 -2.413 1.223
C -0.919 -2.106 2.628
C -0.727 -1.094 3.572
C -1.604 -0.956 4.634
C -2.677 -1.830 4.767
C -2.872 -2.835 3.833
C -2.001 -2.968 2.758
P 1.075 -4.152 -0.993
C 1.922 -5.390 0.062
C 1.229 -6.404 0.724
C 1.910 -7.337 1.486
C 3.296 -7.277 1.584
C 3.996 -6.287 0.912
C 3.309 -5.347 0.153
C 0.085 -5.268 -2.053
C -1.288 -5.480 -1.975
C -1.914 -6.371 -2.840
C -1.175 -7.060 -3.787
C 0.196 -6.854 -3.874
C 0.818 -5.961 -3.018
H -1.079 -3.181 -0.415
H -0.612 -4.381 0.811
H 1.047 -3.246 3.862
H 3.233 -3.818 4.811
H 5.293 -3.486 3.486
H 5.145 -2.636 1.170
H 2.953 -2.079 0.195
H 0.123 -0.425 3.488
H -1.445 -0.174 5.364
H -3.351 -1.733 5.608
H -3.693 -3.532 3.947
H -2.167 -3.764 2.044
H 0.152 -6.488 0.619
H 1.366 -8.125 1.990
H 3.829 -8.013 2.172
H 5.076 -6.251 0.970
H 3.858 -4.580 -0.382
H -1.896 -4.968 -1.240
H -2.982 -6.530 -2.766
H -1.663 -7.755 -4.457
H 0.780 -7.387 -4.612
H 1.889 -5.805 -3.096
N -1.941 -0.506 0.097
C -3.064 -0.528 0.383
N -4.320 -0.563 0.687
C -5.043 -1.846 0.843
C -5.993 -1.750 2.025
C -6.916 -0.541 1.886
C -6.096 0.741 1.764
C -5.148 0.662 0.580
H -4.305 -2.635 0.971
H -5.596 -2.031 -0.082
H -5.408 -1.662 2.944
H -6.567 -2.676 2.085
H -7.584 -0.479 2.744
H -7.549 -0.658 1.001
H -5.516 0.903 2.677
H -6.744 1.608 1.632
H -4.478 1.519 0.534
H -5.707 0.607 -0.359
*
```

The relative energy (zero: lowest compared OMol25 entry of this formula, charge and spin) is 0.0 kJ/mol. As for the LUMO energy: -0.196 hartree. The HOMO energy comes out at -12.60 eV. As for the total energy: -79341.2748 eV.